{
  "formula": "C95H95N19",
  "method": "ωB97M-V/def2-TZVPD",
  "elements": ["H", "H", "H", "C", "C", "H", "C", "H", "C", "C", "C", "C", "H", "N", "H", "H", "C", "C", "C", "H", "C", "H", "H", "H", "C", "H", "C", "H", "C", "C", "C", "C", "C", "C", "C", "H", "C", "H", "C", "C", "C", "C", "H", "C", "H", "H", "H", "C", "C", "H", "H", "C", "H", "H", "H", "C", "H", "H", "H", "H", "C", "H", "H", "C", "C", "H", "C", "C", "H", "C", "H", "H", "H", "H", "H", "H", "H", "H", "C", "H", "C", "C", "H", "H", "C", "C", "H", "H", "H", "H", "N", "C", "H", "C", "H", "H", "H", "N", "N", "C", "C", "H", "C", "C", "N", "N", "H", "C", "C", "C", "C", "H", "N", "C", "C", "C", "C", "C", "H", "C", "H", "H", "N", "C", "H", "C", "H", "H", "C", "H", "C", "C", "H", "N", "H", "C", "C", "H", "C", "H", "C", "H", "C", "N", "C", "C", "C", "H", "C", "N", "C", "H", "C", "H", "H", "C", "H", "N", "C", "H", "C", "C", "H", "H", "H", "H", "H", "C", "N", "H", "C", "C", "C", "C", "C", "H", "H", "N", "H", "H", "C", "N", "N", "C", "H", "C", "H", "C", "H", "C", "H", "H", "H", "C", "N", "H", "N", "H", "N", "C", "C", "C", "C", "C", "H", "H", "C", "H", "H"],
  "coordinates": [[-14.122, -20.213, 19.543], [-12.039, -17.216, 22.138], [-10.323, -20.930, 21.328], [-10.764, -20.000, 21.002], [-22.063, -20.146, 14.766], [-18.219, -12.727, 13.159], [-17.037, -10.793, 8.811], [-12.317, -16.641, 19.854], [-21.349, -19.335, 12.641], [-9.832, -12.901, 16.948], [-17.085, -16.887, 14.642], [-13.145, -20.838, 10.834], [-11.484, -18.247, 18.159], [-16.561, -18.128, 15.006], [-11.415, -22.131, 10.575], [-19.229, -16.954, 17.808], [-16.735, -18.594, 21.343], [-16.865, -15.710, 15.429], [-16.406, -14.479, 8.783], [-15.111, -17.217, 17.918], [-17.726, -19.863, 12.367], [-15.773, -15.080, 19.959], [-13.858, -9.882, 9.281], [-24.531, -20.522, 12.537], [-19.754, -11.785, 20.405], [-15.933, -14.965, 17.211], [-16.219, -12.126, 18.744], [-15.096, -11.748, 20.467], [-13.837, -12.272, 17.357], [-22.968, -16.236, 18.283], [-13.787, -13.564, 13.631], [-18.671, -22.204, 16.286], [-21.134, -16.823, 16.768], [-12.666, -13.818, 11.658], [-17.569, -21.292, 10.446], [-16.477, -20.430, 13.965], [-18.086, -20.153, 11.045], [-13.261, -21.755, 13.461], [-23.295, -20.524, 14.282], [-22.012, -16.067, 19.271], [-11.861, -17.579, 20.137], [-14.847, -10.230, 9.541], [-17.886, -10.797, 8.144], [-18.175, -7.811, 12.984], [-17.121, -23.405, 14.169], [-18.208, -17.119, 8.239], [-20.671, -18.783, 12.007], [-10.918, -20.067, 10.325], [-23.577, -20.224, 12.946], [-17.960, -25.716, 14.303], [-15.167, -9.081, 12.840], [-13.540, -19.511, 10.892], [-14.681, -21.105, 21.840], [-18.412, -9.896, 15.557], [-15.065, -16.536, 11.053], [-16.633, -22.048, 11.126], [-14.809, -22.890, 14.903], [-22.891, -19.250, 11.146], [-18.681, -7.052, 12.406], [-20.730, -17.071, 15.797], [-19.620, -10.585, 19.692], [-17.021, -19.505, 21.849], [-20.145, -13.835, 20.247], [-14.848, -26.245, 15.144], [-10.385, -13.651, 15.891], [-10.656, -17.950, 10.431], [-16.161, -12.385, 17.379], [-13.783, -12.116, 18.737], [-20.616, -13.689, 17.759], [-18.177, -20.396, 17.800], [-11.293, -18.477, 15.516], [-9.225, -12.034, 16.730], [-14.800, -24.127, 17.896], [-14.564, -19.258, 11.120], [-17.069, -14.744, 14.990], [-9.691, -12.713, 19.124], [-12.141, -13.426, 10.799], [-9.861, -20.241, 10.189], [-20.811, -14.696, 14.076], [-15.507, -9.811, 7.591], [-15.648, -17.050, 16.996], [-12.409, -20.038, 14.389], [-23.242, -16.661, 16.173], [-21.573, -14.694, 14.842], [-10.110, -13.248, 18.284], [-13.219, -15.806, 12.920], [-12.086, -15.963, 17.581], [-16.212, -22.943, 10.691], [-21.727, -20.348, 15.772], [-14.232, -27.129, 15.221], [-12.653, -18.503, 10.833], [-17.944, -9.466, 14.684], [-18.177, -19.032, 12.888], [-18.717, -8.509, 14.061], [-15.992, -10.409, 14.794], [-19.842, -9.667, 17.723], [-14.214, -15.311, 14.791], [-11.196, -14.759, 16.132], [-11.826, -22.302, 14.922], [-15.440, -18.066, 21.364], [-16.130, -15.836, 16.603], [-14.305, -10.915, 11.558], [-14.651, -21.734, 20.963], [-16.348, -11.427, 10.988], [-20.201, -11.654, 17.592], [-15.064, -16.895, 20.817], [-14.040, -21.827, 17.606], [-13.778, -14.924, 13.881], [-16.001, -16.066, 20.336], [-22.547, -16.635, 16.999], [-14.299, -24.954, 15.193], [-18.834, -19.502, 10.616], [-18.564, -23.105, 17.307], [-15.033, -11.969, 19.412], [-17.694, -17.806, 20.732], [-18.148, -21.316, 18.839], [-17.348, -16.505, 20.273], [-11.356, -18.759, 10.580], [-10.209, -13.365, 14.865], [-17.479, -16.513, 8.756], [-17.700, -16.836, 13.756], [-16.380, -13.461, 8.423], [-13.184, -12.977, 12.571], [-10.804, -21.835, 15.733], [-9.717, -20.178, 16.471], [-14.281, -22.125, 18.615], [-17.934, -19.348, 17.897], [-14.779, -14.258, 10.141], [-15.066, -10.846, 10.795], [-18.009, -21.601, 9.510], [-18.388, -20.877, 16.532], [-11.360, -18.492, 19.204], [-14.167, -12.883, 14.378], [-21.083, -19.572, 13.978], [-17.076, -12.458, 16.811], [-20.161, -12.925, 19.666], [-19.943, -13.596, 14.095], [-17.215, -12.064, 19.158], [-12.552, -21.385, 14.186], [-12.869, -11.903, 19.270], [-20.278, -16.701, 17.854], [-10.185, -22.539, 16.269], [-18.283, -22.644, 18.530], [-11.179, -19.115, 21.944], [-16.650, -17.094, 9.713], [-16.464, -24.182, 14.530], [-16.639, -9.720, 14.271], [-15.010, -23.567, 21.971], [-22.601, -19.628, 12.115], [-20.705, -16.257, 19.070], [-16.934, -25.458, 14.521], [-18.044, -20.964, 19.854], [-16.207, -9.027, 13.127], [-18.371, -23.397, 19.299], [-22.388, -15.899, 20.270], [-20.350, -12.788, 18.291], [-21.306, -16.549, 13.020], [-15.003, -12.441, 16.669], [-15.537, -14.945, 9.795], [-19.922, -12.816, 14.842], [-14.865, -23.114, 21.001], [-15.146, -23.915, 14.944], [-14.638, -18.653, 21.786], [-16.588, -11.883, 11.937], [-19.285, -9.705, 20.222], [-15.432, -19.160, 16.377], [-18.926, -22.635, 15.329], [-19.910, -10.584, 18.290], [-16.930, -8.045, 12.480], [-11.227, -14.787, 19.468], [-11.485, -19.523, 15.331], [-18.930, -13.539, 13.127], [-15.733, -16.203, 10.272], [-11.801, -21.123, 10.621], [-18.856, -14.580, 12.143], [-13.285, -16.871, 13.085], [-13.797, -21.664, 11.080], [-17.377, -15.282, 8.305], [-19.535, -11.850, 21.461], [-13.261, -24.759, 15.417], [-14.321, -21.259, 19.722], [-19.679, -15.668, 12.181], [-16.124, -26.509, 14.765], [-15.817, -18.177, 16.146], [-16.769, -18.139, 9.957], [-16.796, -20.652, 12.957], [-18.044, -15.875, 19.738], [-10.579, -20.487, 15.899], [-18.505, -20.191, 15.706], [-11.489, -15.078, 17.414], [-19.724, -8.233, 14.339], [-24.029, -16.095, 18.428], [-12.913, -12.296, 16.799], [-20.678, -15.676, 13.118], [-17.273, -11.444, 9.989], [-24.020, -20.996, 14.928], [-16.251, -21.764, 12.361], [-18.711, -18.136, 20.578], [-14.982, -23.994, 20.000], [-15.822, -10.216, 8.541], [-10.919, -14.433, 18.495], [-14.746, -23.484, 18.762], [-10.806, -19.726, 19.649], [-11.694, -17.979, 21.456], [-10.535, -20.459, 18.903], [-12.321, -15.898, 11.002], [-12.629, -15.249, 11.808], [-12.939, -19.364, 13.732], [-18.017, -14.684, 11.472]],
  "forces_ev_per_angstrom": [[0.189, 0.206, 0.124], [-0.004, -0.282, 0.824], [-0.133, -0.098, 0.302], [0.026, 0.876, 0.237], [2.252, 0.716, -1.695], [0.062, 0.034, -0.244], [-0.273, -1.056, 1.793], [-0.077, -0.104, 0.206], [-1.314, -0.356, 2.447], [-0.685, -0.434, 0.392], [1.288, -0.507, 2.285], [0.691, -0.482, 0.315], [0.278, -0.307, -0.273], [-0.162, 2.165, 0.413], [-0.193, -0.169, 0.119], [0.199, 0.181, -0.251], [0.109, 1.151, -0.001], [0.499, -1.803, -1.367], [-0.401, -1.568, 0.838], [0.096, 0.259, 0.136], [-0.459, 0.544, -1.169], [0.541, 0.036, -0.004], [0.089, 0.270, 0.167], [-0.140, 0.209, -0.090], [-0.290, 0.247, -1.863], [0.006, 0.107, 0.028], [-0.245, -0.360, -1.207], [0.373, 0.008, 0.172], [-1.066, -0.538, 0.189], [0.313, -0.689, -1.862], [0.927, 0.150, 0.018], [0.845, -1.302, 2.373], [-1.629, -0.051, 0.747], [0.336, -1.439, 1.139], [-0.960, 0.762, -0.403], [0.118, -0.120, 0.098], [-0.118, -0.235, 1.047], [-0.034, -0.260, 0.057], [-0.098, 0.395, -0.778], [0.096, -0.574, -0.462], [1.257, -1.958, -0.687], [0.105, -1.134, 0.829], [0.118, -0.043, -0.298], [1.748, -0.697, -1.000], [0.156, 0.246, 0.271], [-0.324, -0.149, 0.070], [0.629, -0.107, 0.364], [-0.446, 0.084, 1.678], [0.740, -0.197, -0.179], [-0.115, 0.119, -0.216], [-0.034, -0.282, -0.327], [1.071, 0.156, 0.440], [0.016, -0.159, 0.088], [0.345, -0.563, 0.170], [0.076, -0.211, 0.153], [-0.199, -0.027, 0.493], [0.152, 0.062, 0.151], [0.153, -0.359, -0.280], [-0.464, 0.115, 0.315], [-0.144, -0.219, -0.086], [-0.491, -0.887, -0.423], [0.307, -0.227, -0.173], [-0.506, -0.483, -0.643], [-1.014, -0.017, -1.394], [-1.308, -1.728, 2.102], [-0.163, 0.382, 0.325], [1.564, 0.373, -0.689], [-1.948, 0.991, 0.283], [-0.019, -0.025, -0.416], [0.659, -0.468, 0.120], [-0.297, 0.153, -0.209], [0.075, 0.044, -0.050], [-0.190, -0.183, 0.050], [-0.191, 0.164, -0.103], [-0.490, 0.088, 0.219], [-0.002, 0.081, -0.025], [-0.178, 0.479, -0.123], [0.025, -0.131, -0.308], [-0.090, 1.058, 0.495], [-0.522, 0.157, -0.181], [0.372, -2.315, -0.664], [0.728, 1.708, 0.589], [-0.074, -0.277, -0.028], [-0.241, -0.427, -0.084], [-1.028, -2.343, -0.916], [-0.476, 1.138, 1.056], [-0.295, -0.038, -0.182], [0.055, -0.146, -0.115], [-0.177, 0.082, 0.207], [0.169, -0.028, 0.339], [0.163, 0.356, -0.173], [-0.331, 0.201, 0.616], [0.116, 0.063, 0.100], [0.224, 0.829, -1.181], [0.053, -0.095, -0.027], [0.102, 0.253, 0.041], [-0.035, 0.031, 0.005], [0.815, 1.727, -0.137], [0.566, 1.114, -0.067], [0.004, 0.129, -0.558], [-0.467, 0.711, -0.065], [0.051, 0.033, -0.031], [0.175, -1.180, -0.627], [0.623, 0.803, -2.286], [-0.569, -0.835, 0.243], [-0.014, 0.351, 0.499], [0.135, 0.405, 0.030], [0.236, -0.527, -0.934], [-1.800, -2.092, 0.450], [2.093, 0.862, 0.518], [-0.156, -0.823, 0.590], [-0.042, -0.213, -0.528], [-0.175, 0.641, -1.031], [1.146, -0.332, 0.173], [0.106, 1.636, -0.626], [0.241, 1.279, 0.105], [1.070, -0.709, -0.174], [-1.159, -1.467, -0.979], [-0.049, -0.235, -0.122], [0.381, -1.101, -0.210], [0.079, -0.129, -0.209], [0.122, -0.024, -0.163], [-0.022, -1.186, -0.744], [-2.330, -0.037, -1.727], [-0.065, 0.218, 0.221], [-1.417, -1.876, 0.460], [-0.229, 0.152, 0.411], [0.095, -0.207, 0.356], [-1.343, 0.155, -1.294], [0.438, -0.098, -0.289], [-1.020, 0.437, -1.574], [-0.297, -0.306, 0.639], [-0.295, 0.040, 0.053], [-0.985, -0.212, -0.962], [-0.120, -0.211, -0.185], [0.972, 1.541, 0.844], [1.260, -0.641, -1.225], [0.129, 0.138, 0.508], [1.754, -1.618, 2.030], [0.131, -0.276, -0.111], [-1.221, 0.821, 0.916], [-0.109, -0.377, -0.209], [-1.185, -0.884, -0.502], [-0.043, 0.003, -1.316], [-0.406, 1.488, -0.378], [0.253, 0.951, 0.276], [-0.607, 0.592, -0.992], [-0.100, -0.078, 0.272], [-0.896, -0.028, 1.052], [0.045, -0.756, -0.225], [0.917, -1.424, 0.181], [0.180, -0.205, 0.152], [-0.667, 1.782, 0.468], [0.467, -0.064, 0.246], [0.459, 0.488, 0.301], [0.113, -0.867, 0.696], [-0.296, 0.023, 0.419], [-0.087, 0.302, 1.157], [-1.093, 1.779, -1.524], [-0.537, -0.065, 0.269], [-0.659, -0.495, 1.101], [-1.213, 0.561, -1.207], [0.220, -0.027, 0.096], [-0.202, -0.242, -0.069], [-0.108, 0.262, -0.259], [0.204, -0.039, 0.210], [-0.044, 0.287, -0.146], [0.886, 0.715, 1.668], [-0.242, -1.570, 1.766], [0.368, 0.242, 0.278], [1.233, -2.523, -0.555], [-0.733, -1.201, -0.674], [0.866, -1.781, 0.743], [0.520, 0.938, -1.092], [-0.717, -0.765, 2.076], [0.169, -0.127, -0.160], [-0.394, 0.160, -0.183], [0.471, 1.642, -0.206], [0.004, 0.025, 0.051], [0.096, -0.168, 0.095], [0.199, 0.224, -1.760], [-0.140, 1.483, 0.567], [0.819, 0.444, 0.916], [-1.489, 1.421, -0.870], [0.173, 0.109, 0.327], [1.121, -1.858, 0.069], [-0.421, -0.040, 0.244], [-1.218, 1.502, -0.257], [0.251, 0.247, -0.146], [1.597, 0.552, -1.235], [-0.042, -0.301, 0.377], [0.012, 0.085, 0.397], [0.008, -0.073, -0.326], [1.498, 0.139, -1.225], [0.442, 0.792, 0.731], [-0.057, -0.038, -0.030], [0.006, 1.355, 0.642], [-0.145, -0.077, 0.165], [0.364, 1.225, -1.219], [0.953, 0.129, 0.496], [0.465, 2.153, -0.131], [1.265, 1.981, 1.414], [-1.024, 1.293, -0.776], [-0.401, 0.833, 0.730], [0.252, -0.099, 0.105], [0.351, 0.111, -0.063], [-0.890, 1.362, -0.213], [-0.336, 0.187, 0.173], [-0.036, 0.371, -0.350]],
  "multiplicity": 1,
  "e_tot_ev": -128362.0134,
  "e_lumo_ha": 0.0088,
  "relative_energy_ev": 2.415,
  "orbital_gap_ev": 9.235,
  "max_force_ev_per_a": 3.132
}